168
Properties=species:S:1:pos:R:3:forces:R:3 method="wB97M-V/def2-TZVPD" largest_force_ha_per_bohr=0.055 e_homo_ev=-11.2 total_charge=+2 homo_lumo_gap_ev=5.7023
C 0.97466 -0.18968 -3.33477 0.64 0.30 -0.24
C 0.73874 -0.63659 -1.92519 1.05 -0.78 0.19
N -0.23391 0.15791 -1.18000 -1.55 -0.88 0.88
C -0.23816 1.51530 -0.93901 0.37 -0.47 -0.58
C -1.28711 1.76680 -0.12192 0.07 0.21 0.64
N -1.85997 0.56048 0.21902 0.36 -0.23 -1.28
C -1.25129 -0.39494 -0.50999 -0.20 0.38 0.81
C -2.96101 0.43100 1.15867 0.13 1.12 0.25
H 1.48677 0.77402 -3.26088 -0.07 0.08 -0.54
H 0.15205 -0.13773 -4.04769 -0.28 -0.05 0.34
H 1.71491 -0.87981 -3.74105 0.08 0.11 -0.03
H 1.69224 -0.54991 -1.39258 -0.03 0.29 -0.01
H 0.55438 -1.70597 -1.79528 -0.77 0.14 -0.24
H 0.55047 2.09039 -1.39780 -0.29 0.35 0.09
H -1.70440 2.66080 0.30897 0.32 0.16 -0.11
H -1.61419 -1.41412 -0.48926 0.50 -0.16 -0.25
H -3.00463 1.41642 1.63676 -0.07 -0.07 0.04
H -2.71525 -0.27164 1.95576 -0.12 -0.54 -0.47
H -3.91565 0.32752 0.64562 0.07 -0.64 0.06
C -1.15351 -5.77870 -6.88899 -0.14 -1.26 -0.39
C -0.63482 -4.63579 -6.06868 0.00 0.62 0.72
N 0.70204 -4.21495 -6.47369 2.54 0.11 0.39
C 1.63970 -4.97536 -7.13506 -0.33 -0.40 -1.53
C 2.78370 -4.25885 -7.28098 0.06 -0.01 0.73
N 2.62868 -3.14515 -6.50113 -1.17 -0.29 -0.07
C 1.36692 -3.11796 -6.06535 0.16 -0.23 0.66
C 3.67691 -2.22396 -6.09466 -0.13 0.58 0.01
H -0.65352 -6.75677 -6.84933 1.04 0.55 0.42
H -1.14339 -5.55138 -7.95542 -0.69 0.17 0.05
H -2.08730 -6.17840 -6.48731 -0.55 1.00 -0.39
H -0.62758 -4.85935 -5.00051 0.14 -0.09 -0.05
H -1.17960 -3.69461 -6.16718 -0.69 -0.45 -0.12
H 1.38312 -5.92617 -7.56766 -0.03 0.08 -0.04
H 3.69839 -4.36032 -7.83770 -0.06 -0.53 0.07
H 1.04500 -2.43604 -5.29780 -0.39 0.14 -0.29
H 4.65769 -2.66451 -6.24751 -0.10 -0.08 -0.24
H 3.58369 -2.05797 -5.02365 -0.03 0.23 -0.07
H 3.55208 -1.30551 -6.66581 0.28 0.10 0.25
C -8.12170 -3.31186 5.90126 -0.48 0.07 0.38
C -7.01979 -3.61924 4.88407 -0.22 -0.09 -0.46
N -5.97184 -2.59642 4.65574 -0.76 0.67 0.54
C -4.66533 -2.86512 4.37516 0.15 0.79 0.03
C -4.04285 -1.64217 4.33271 1.16 -0.60 -0.86
N -4.97493 -0.67157 4.49043 -2.33 -0.61 0.90
C -6.16626 -1.27495 4.73009 0.43 -1.29 -0.62
C -4.82690 0.75937 4.54857 0.46 0.69 -0.25
H -9.11085 -3.47819 5.47365 0.15 -0.10 -0.28
H -8.18824 -2.29195 6.28317 0.46 0.02 -0.03
H -8.08836 -3.98213 6.75826 0.30 0.11 0.06
H -7.51726 -3.78664 3.93007 0.32 -0.15 -0.16
H -6.45576 -4.50743 5.15413 -0.19 -0.12 -0.02
H -4.35444 -3.87224 4.15031 0.43 0.11 0.26
H -3.01766 -1.38303 4.08934 0.11 -0.37 0.05
H -7.18643 -0.93163 4.77501 0.33 0.82 0.28
H -4.25772 1.10143 3.68409 -0.01 -0.04 0.06
H -4.31410 1.08070 5.45477 -0.02 -0.17 0.01
H -5.80903 1.22497 4.51558 0.00 -0.09 0.02
C 2.05166 -1.76468 1.63531 0.28 -0.54 -1.32
C 2.38682 -3.20616 1.18247 -1.45 0.55 -0.06
N 3.03053 -3.99477 2.22662 0.67 -0.31 0.72
C 2.37039 -4.39918 3.38505 0.29 1.25 -1.29
C 3.33864 -4.76033 4.25902 -0.74 -0.78 0.40
N 4.54136 -4.74911 3.59833 -0.08 1.19 -0.20
C 4.32941 -4.22246 2.38186 -0.05 -0.60 -0.30
C 5.83724 -4.99446 4.20881 0.47 -0.49 0.11
H 1.34000 -1.67472 2.45501 0.57 -0.11 0.50
H 1.48142 -1.33469 0.80489 0.17 -0.07 -0.14
H 3.01084 -1.24172 1.63435 -0.22 0.47 0.79
H 2.95676 -3.18844 0.26029 0.29 -0.21 0.18
H 1.43659 -3.67927 0.94366 0.20 -0.34 0.00
H 1.30304 -4.24067 3.30918 -0.30 -0.32 1.07
H 3.25330 -5.04907 5.29236 0.06 -0.18 -0.08
H 5.07025 -4.17755 1.59902 0.01 0.30 0.02
H 6.61560 -4.38487 3.75687 -0.17 0.07 -0.16
H 6.12606 -6.03941 4.10595 -0.10 -0.02 -0.06
H 5.80868 -4.76381 5.27111 -0.21 0.08 -0.04
C 5.34313 2.49300 -0.10784 -0.14 0.67 0.32
C 5.76932 1.45703 0.92305 -1.38 -0.23 -1.02
N 5.75520 2.01547 2.28300 0.41 1.29 -0.13
C 6.77474 1.87577 3.19368 0.28 0.24 -0.08
C 6.55789 2.76221 4.19005 -0.40 -0.32 1.03
N 5.39227 3.42697 3.91384 0.09 -1.43 -1.07
C 4.93207 2.97623 2.72106 0.67 0.77 1.17
C 4.65784 4.16620 4.89266 0.04 1.75 0.96
H 4.30401 2.79719 0.04795 -0.13 -0.35 -0.18
H 5.46596 2.11780 -1.12046 -0.01 -0.12 -0.14
H 5.89364 3.43239 -0.01367 0.42 -0.20 -0.07
H 6.71704 1.00714 0.64124 0.22 0.16 0.56
H 5.00472 0.67740 0.92965 0.25 -0.23 -0.10
H 7.62819 1.24290 3.02241 -0.18 -0.20 -0.04
H 6.98047 2.86319 5.17641 0.43 0.03 -0.23
H 4.17686 3.60465 2.28015 -0.29 -0.92 -0.74
H 5.16649 5.10145 5.15077 0.32 -0.16 -0.20
H 4.58871 3.63375 5.83985 -0.28 -0.33 -0.25
H 3.68465 4.51546 4.55476 -0.10 -0.63 -0.24
C -6.87932 1.12909 -1.60915 -1.09 0.08 -0.26
C -6.40657 2.34393 -2.39343 -0.91 0.03 -0.21
N -5.01053 2.28029 -2.79736 0.64 1.25 -0.70
C -4.37643 1.18275 -3.31487 -0.50 -0.62 0.87
C -3.15957 1.57794 -3.72511 0.99 -0.34 0.12
N -3.05051 2.92563 -3.49810 -1.00 0.14 -0.13
C -4.21705 3.35971 -2.99954 -0.31 -1.14 0.40
C -1.86333 3.72759 -3.77327 0.26 -0.27 1.09
H -6.88124 0.21937 -2.20898 0.65 -0.12 0.19
H -7.95359 1.23710 -1.42938 0.03 0.37 0.00
H -6.45598 1.01388 -0.61317 0.48 -0.12 -0.22
H -6.62424 3.26889 -1.85755 0.53 -0.02 0.23
H -6.99207 2.46157 -3.30863 -0.05 -0.34 -0.01
H -4.79580 0.19430 -3.21113 0.14 -0.07 -0.27
H -2.32869 0.96253 -4.03845 -0.04 0.18 -0.38
H -4.57166 4.35969 -2.82045 0.42 0.14 0.03
H -1.48232 4.09128 -2.81388 -0.27 0.34 -0.06
H -2.13397 4.55319 -4.42223 0.47 -0.18 -0.34
H -1.08140 3.03472 -4.08022 -0.17 0.28 -0.96
C -1.88908 8.76399 7.98415 0.20 0.84 -0.54
C -1.76159 7.57039 7.05015 0.46 -0.67 1.76
N -0.50316 7.53065 6.29246 0.85 0.49 -1.81
C 0.62753 8.30541 6.46786 -0.28 -0.31 1.22
C 1.53858 7.95905 5.53041 -0.58 1.22 -0.66
N 0.87660 7.14679 4.63678 1.25 -1.26 0.70
C -0.29693 6.81866 5.17057 -0.31 -0.01 0.41
C 1.46950 6.59208 3.39410 -0.24 0.07 0.69
H -2.75876 8.65279 8.62705 -0.10 -0.10 -0.17
H -1.97520 9.70068 7.42987 -0.21 -0.02 0.00
H -1.03608 8.90178 8.64919 0.04 -0.37 0.00
H -2.60477 7.44241 6.37932 0.07 0.07 -0.06
H -1.66404 6.72461 7.73775 -0.49 -0.30 -0.34
H 0.68868 8.97231 7.31043 0.19 0.06 -0.13
H 2.50746 8.38641 5.33573 0.00 -0.09 -0.06
H -0.88936 5.96714 4.87873 -0.29 0.33 -0.37
H 1.29381 7.36113 2.64830 -0.18 -0.58 -0.55
H 1.05770 5.59390 3.26338 -0.49 0.31 -0.64
H 2.54141 6.40906 3.45000 0.04 0.50 0.56
C -1.81991 -4.00362 1.44542 -1.31 0.53 -0.68
C -1.29264 -3.34941 2.70298 1.11 -0.26 -0.69
O -0.97419 -4.14644 3.60817 -0.02 0.52 0.40
O -1.14160 -2.08882 2.68733 -0.45 0.58 0.42
H -1.20419 -4.81074 1.05869 -0.18 -0.30 0.38
H -2.04452 -3.35572 0.59191 0.47 0.33 0.19
H -2.83892 -4.30627 1.71913 0.22 -0.81 -0.11
P -3.00988 -2.70054 -3.26621 0.20 -2.45 -0.63
F -1.45694 -3.13811 -3.32987 0.05 -0.11 0.79
F -2.52078 -1.20597 -2.85419 -0.27 0.74 0.32
F -2.86173 -2.31963 -4.83407 -0.95 0.26 0.49
F -4.56492 -2.27913 -3.17099 -0.07 0.91 -0.60
F -3.46937 -4.22528 -3.62213 0.28 0.71 -0.18
F -3.14113 -3.09997 -1.67700 0.79 0.48 0.09
P 2.50282 -4.44832 -2.33015 -0.65 -0.39 0.63
F 1.43153 -4.57856 -1.08368 0.63 -0.37 0.33
F 2.82718 -2.88882 -1.83161 -0.50 0.21 -0.62
F 3.72309 -4.83430 -1.35783 0.16 -0.91 0.39
F 3.51774 -4.30791 -3.55760 -0.31 0.55 -0.23
F 2.21964 -5.98254 -2.76771 0.17 0.55 0.51
F 1.22001 -3.94064 -3.14551 0.42 0.52 -1.14
P 5.52131 1.33904 -4.32131 1.59 -1.86 -1.40
F 6.66505 1.84707 -3.24889 -0.63 0.36 0.33
F 6.54692 0.16000 -4.81363 0.03 -0.02 0.62
F 4.96296 0.36452 -3.14384 -0.35 0.30 0.71
F 4.42172 0.59423 -5.30046 0.16 1.50 0.06
F 4.48772 2.51801 -3.95084 0.09 -0.28 0.37
F 6.23079 2.28106 -5.42229 -1.10 0.04 -0.11
P -0.27876 0.90735 -7.62338 -1.51 1.43 -1.18
F 0.01448 0.63533 -9.19006 -0.72 -0.76 0.33
F -1.88742 1.10469 -7.87428 0.14 -0.56 -0.46
F -0.55299 -0.64293 -7.24259 0.56 -0.05 -0.39
F -0.65001 1.26902 -6.03666 1.02 0.15 0.43
F 1.29276 0.77481 -7.38471 -0.07 -0.09 1.15
F -0.14305 2.50463 -7.94960 0.44 -0.15 0.74